No. 1
C37H41KN11OS as an isolated structure. Source: the OMol25 dataset; level of theory: ωB97M-V/def2-TZVPD.

```
92
Properties=species:S:1:pos:R:3
K 0.206 -0.006 -0.175
C 0.825 2.648 5.273
N 0.104 1.637 4.517
C -1.276 1.472 4.915
C 0.535 1.277 3.250
N -0.216 1.107 2.210
C -1.362 1.884 2.026
C -1.232 3.249 2.239
C -2.289 4.147 2.060
C -3.503 3.685 1.651
C -3.692 2.310 1.379
C -4.964 1.891 0.931
C -5.190 0.585 0.607
C -4.155 -0.343 0.741
C -2.897 -0.002 1.221
N -1.947 -1.020 1.251
C -2.237 -2.195 1.709
N -1.676 -3.326 1.156
C -1.273 -3.227 -0.240
C -0.934 -4.241 2.018
N -3.096 -2.456 2.757
C -3.923 -3.650 2.785
C -3.543 -1.424 3.661
C -2.618 1.373 1.544
N 1.881 1.064 3.170
C 2.654 0.528 4.275
C 2.574 1.217 1.904
H 1.190 2.255 6.227
H 0.153 3.485 5.487
H 1.666 3.029 4.699
H -1.305 1.267 5.987
H -1.702 0.626 4.387
H -1.886 2.357 4.705
H -0.264 3.625 2.549
H -2.128 5.202 2.243
H -4.336 4.361 1.507
H -5.748 2.632 0.832
H -6.153 0.260 0.235
H -4.316 -1.374 0.448
H -2.161 -3.112 -0.866
H -0.765 -4.146 -0.528
H -0.611 -2.390 -0.434
H -1.556 -4.584 2.845
H -0.032 -3.780 2.429
H -0.633 -5.108 1.434
H -3.715 -4.273 1.922
H -4.979 -3.358 2.762
H -3.755 -4.229 3.698
H -2.835 -0.604 3.655
H -3.602 -1.837 4.670
H -4.526 -1.032 3.380
H 3.266 1.295 4.761
H 3.323 -0.253 3.908
H 1.988 0.090 5.015
H 2.108 2.019 1.333
H 2.551 0.307 1.298
H 3.616 1.468 2.106
S 3.708 -7.214 -2.045
N 2.943 -6.129 -3.010
C 2.622 -5.098 -2.250
C 1.922 -3.917 -2.681
C 1.478 -3.742 -3.988
C 0.770 -2.605 -4.326
C 0.530 -1.658 -3.320
N 0.942 -1.773 -2.077
C 1.644 -2.892 -1.717
C 2.034 -3.041 -0.359
N 1.691 -2.064 0.536
C 2.025 -2.216 1.798
C 2.746 -3.308 2.303
C 3.089 -4.318 1.421
C 2.729 -4.220 0.082
C 3.017 -5.250 -0.878
N 3.629 -6.393 -0.626
H 1.692 -4.513 -4.718
H 0.408 -2.443 -5.332
H -0.030 -0.752 -3.546
H 1.680 -1.435 2.474
H 3.009 -3.362 3.351
H 3.624 -5.198 1.757
O 1.468 1.796 -1.089
N 2.679 2.080 -1.410
C 3.070 3.365 -1.565
C 4.371 3.685 -1.878
C 5.313 2.680 -2.051
C 4.892 1.365 -1.907
C 3.582 1.087 -1.594
H 2.291 4.098 -1.421
H 4.642 4.725 -1.989
H 6.339 2.915 -2.295
H 5.580 0.543 -2.045
H 3.186 0.086 -1.486
```

multiplicity = 2
HOMO-LUMO gap (alpha / beta) = 4.04 / 7.13 eV
strongest force on any atom = 0.0161 hartree/bohr
HOMO energy (alpha / beta) = -0.147 / -0.261 Eh

---

No. 2
C37H42AsBrIrN7O7S3 as an isolated structure. Source: the OMol25 dataset; level of theory: ωB97M-V/def2-TZVPD.

```
99
Properties=species:S:1:pos:R:3
Ir -1.177 0.536 -0.434
N -4.643 -0.100 2.092
C -3.479 0.217 1.500
S -3.454 0.161 -0.255
N -2.480 0.574 2.264
N -1.331 0.795 1.575
C -0.313 1.259 2.196
C 0.874 1.579 1.430
C 1.822 2.420 1.852
C 2.879 2.894 0.971
C 2.842 2.613 -0.327
C 1.845 1.670 -0.921
N 0.954 0.969 0.102
H -5.307 -0.641 1.564
H -4.604 -0.281 3.083
H -0.367 1.455 3.261
H 1.743 2.832 2.851
H 3.650 3.533 1.378
H 3.576 3.019 -1.012
H 1.266 2.129 -1.720
C -2.889 -0.942 -3.284
As -1.265 0.007 -2.841
C -1.392 1.403 -4.187
C 0.055 -1.266 -3.531
C 1.183 -0.778 -4.411
C 1.820 -1.706 -5.233
C 2.889 -1.335 -6.035
C 3.339 -0.021 -6.036
C 2.711 0.914 -5.230
C 1.643 0.535 -4.427
H -2.857 -1.210 -4.340
H -3.750 -0.300 -3.100
H -2.970 -1.818 -2.649
H -1.206 0.974 -5.171
H -0.695 2.216 -4.013
H -2.412 1.787 -4.158
H -0.542 -1.993 -4.085
H 0.435 -1.789 -2.649
H 1.473 -2.732 -5.245
H 3.367 -2.073 -6.664
H 4.168 0.271 -6.667
H 3.042 1.945 -5.233
H 1.165 1.284 -3.810
N -1.812 2.631 -0.448
C -1.156 3.696 -1.167
C 0.029 4.223 -0.671
C 0.697 5.201 -1.381
C 0.163 5.651 -2.583
C -1.043 5.165 -3.060
C -1.709 4.184 -2.339
S 1.058 6.851 -3.517
O 1.079 8.107 -2.743
O 2.443 6.412 -3.569
O 0.400 7.013 -4.781
H -2.785 2.544 -0.749
H -1.877 2.885 0.538
H 0.434 3.859 0.265
H 1.629 5.604 -1.009
H -1.452 5.544 -3.986
H -2.657 3.802 -2.696
C -0.593 -3.647 9.001
C -0.962 -3.558 7.547
C 0.033 -3.426 6.575
C -0.290 -3.331 5.236
C -1.627 -3.372 4.856
C -2.632 -3.505 5.799
C -2.291 -3.597 7.142
S -2.055 -3.196 3.158
O -3.489 -3.251 3.053
O -1.378 -2.053 2.603
N -1.310 -4.526 2.534
C -1.216 -4.709 1.066
C -0.379 -3.639 0.371
C -1.210 -2.463 -0.116
O -2.376 -2.612 -0.429
O -0.518 -1.360 -0.209
H 0.209 -4.369 9.156
H -1.444 -3.945 9.609
H -0.238 -2.682 9.367
H 1.073 -3.402 6.877
H 0.482 -3.239 4.482
H -3.664 -3.542 5.479
H -3.072 -3.705 7.884
H -1.699 -5.349 2.983
H -2.203 -4.751 0.601
H -0.735 -5.679 0.947
H 0.075 -4.077 -0.523
H 0.428 -3.290 1.012
Br 1.691 -1.362 2.569
C 2.634 -0.645 1.100
C 3.958 -0.790 0.989
C 4.648 -0.294 -0.200
C 3.985 0.211 -1.237
C 2.493 0.294 -1.207
N 1.865 -0.207 0.037
H 4.501 -1.338 1.744
H 5.728 -0.357 -0.225
H 4.493 0.581 -2.119
H 2.041 -0.197 -2.067
```

multiplicity = 2
relative energy (zero: lowest compared OMol25 entry of this formula, charge and spin) = 103.30 kJ/mol
HOMO-LUMO gap (alpha / beta) = 7.09 / 4.10 eV
strongest force on any atom = 0.0139 hartree/bohr
net charge = +1
HOMO energy (alpha / beta) = -0.382 / -0.382 Eh

---

No. 3
C37H42BiFN5O2 as an isolated structure. Source: the OMol25 dataset; level of theory: ωB97M-V/def2-TZVPD.

```
88
Properties=species:S:1:pos:R:3
Bi 1.083 1.418 -0.107
C -0.421 4.155 2.243
O -0.338 2.752 2.005
C -1.487 2.017 2.172
C -2.698 2.545 2.584
C -3.788 1.697 2.752
C -3.672 0.338 2.520
C -2.460 -0.187 2.100
C -1.374 0.649 1.914
N -0.115 0.141 1.450
N 0.226 -0.933 2.009
C 1.346 -1.648 1.719
C 2.244 -1.409 0.658
O 2.192 -0.398 -0.164
C 3.291 -2.346 0.420
C 3.442 -3.441 1.205
C 2.572 -3.714 2.299
C 2.750 -4.859 3.100
C 1.897 -5.120 4.138
C 0.841 -4.235 4.400
C 0.650 -3.110 3.635
C 1.515 -2.823 2.563
H -0.674 4.354 3.285
H 0.566 4.558 2.027
H -1.156 4.622 1.586
H -2.804 3.601 2.790
H -4.733 2.115 3.073
H -4.525 -0.313 2.649
H -2.349 -1.241 1.888
H 3.944 -2.151 -0.420
H 4.245 -4.140 1.000
H 3.571 -5.530 2.876
H 2.032 -6.000 4.751
H 0.164 -4.440 5.219
H -0.168 -2.439 3.853
N 3.782 2.044 -0.234
C 4.364 2.412 1.063
C 3.963 1.406 2.126
N 2.502 1.392 2.297
H 4.174 1.167 -0.565
H 3.998 2.741 -0.938
H 3.985 3.401 1.337
H 5.454 2.488 1.030
H 4.491 1.637 3.055
H 4.272 0.404 1.819
H 2.189 2.215 2.802
H 2.228 0.595 2.862
C -0.857 -3.247 -0.043
C -0.695 -2.208 -1.158
C -0.601 -2.950 -2.497
C -1.808 -1.173 -1.157
C -3.110 -1.600 -0.915
C -4.168 -0.711 -0.906
C -3.931 0.629 -1.150
C -2.652 1.107 -1.426
C -2.585 2.580 -1.825
C -1.425 3.418 -1.289
C -2.697 2.762 -3.342
C -1.579 0.193 -1.419
N -0.253 0.653 -1.717
C 0.141 0.571 -3.045
C -0.662 0.081 -4.086
C -0.201 0.033 -5.393
C 1.071 0.471 -5.730
C 1.890 0.977 -4.729
C 1.398 1.011 -3.451
F 2.206 1.546 -2.454
H 0.069 -3.814 0.075
H -1.642 -3.966 -0.287
H -1.101 -2.801 0.922
H 0.246 -1.676 -1.014
H -1.551 -3.437 -2.726
H 0.167 -3.725 -2.438
H -0.349 -2.287 -3.321
H -3.299 -2.650 -0.725
H -5.174 -1.060 -0.712
H -4.761 1.326 -1.152
H -3.490 3.016 -1.393
H -0.522 3.278 -1.885
H -1.220 3.186 -0.241
H -1.682 4.478 -1.343
H -1.795 2.421 -3.851
H -2.840 3.818 -3.581
H -3.544 2.205 -3.744
H -1.661 -0.264 -3.857
H -0.856 -0.355 -6.162
H 1.422 0.429 -6.751
H 2.887 1.344 -4.931
```

relative energy (zero: lowest compared OMol25 entry of this formula, charge and spin) = 0.00 kJ/mol
HOMO-LUMO gap = 6.40 eV
strongest force on any atom = 0.0020 hartree/bohr
net charge = +1
HOMO energy = -0.366 Eh